Here is a 8-piece molecular cluster, C23H39Cl4FO5 overall from the Open Molecules 2025 dataset. Energies are from wB97M-V/def2-TZVPD.

Structure (XYZ):
```
72
Properties=species:S:1:pos:R:3:forces:R:3:mulliken_charge:R:1
F 1.5863 -1.4257 -2.1539 -0.777 -0.673 0.544 -0.2908
C 0.3972 -1.3582 -1.4766 -0.524 1.621 -0.625 0.1732
C -0.3841 -0.2426 -1.7450 -0.380 0.715 0.348 -0.1822
C -1.4858 0.0087 -0.9332 0.365 -2.298 1.263 -0.5661
C -1.8535 -1.0024 0.0239 -0.342 0.891 -0.790 -0.1748
C -1.1369 -2.1935 0.2282 -0.738 2.379 -0.740 -0.7017
C 0.0059 -2.2710 -0.5362 1.924 -1.818 -0.308 -0.0745
H -0.1428 0.4605 -2.5285 0.377 -0.001 0.001 0.3791
H -2.0253 0.9443 -0.9234 -0.145 -0.099 -0.432 0.3682
H -2.7982 -0.8106 0.5108 0.051 -0.143 0.496 0.3171
H -1.4620 -2.9014 0.9762 0.218 -0.192 -0.197 0.3951
H 0.6983 -3.0984 -0.4879 -0.029 -0.382 0.443 0.3574
C -5.2525 -10.1585 1.1540 -0.581 -0.026 -0.566 -0.9867
C -5.7962 -9.2392 0.0866 1.512 0.449 0.438 0.7389
C -4.8254 -8.4470 -0.7426 0.143 0.252 -0.514 -1.0169
O -6.9640 -9.1360 -0.1206 -1.605 -0.074 -0.181 -0.5288
H -4.5998 -9.6313 1.8498 -0.117 -0.089 0.050 0.3153
H -4.6832 -10.9355 0.6440 0.161 -0.116 0.155 0.2841
H -6.1501 -10.5874 1.5995 0.382 -0.128 0.425 0.2845
H -5.3424 -7.5885 -1.1714 0.023 -0.010 0.103 0.3198
H -4.5454 -9.0800 -1.5846 0.180 -0.096 -0.083 0.2679
H -3.9088 -8.1232 -0.2495 -0.094 -0.161 0.174 0.3220
C 6.0242 3.8645 -3.8315 0.051 0.362 -0.212 -0.9669
C 6.9622 5.0287 -3.6621 -0.220 -1.211 -0.723 0.7013
C 7.7302 5.4417 -4.9400 -1.475 0.807 2.049 -1.0248
O 7.0814 5.4824 -2.5627 0.693 1.222 0.549 -0.5456
H 5.9972 3.3673 -2.8619 0.104 -0.514 -0.397 0.3326
H 6.3839 3.3221 -4.7058 -0.379 -0.681 0.316 0.3145
H 5.0095 4.2172 -4.0159 -0.021 0.111 -0.216 0.2590
H 8.4081 4.6298 -5.2035 0.074 0.435 -0.262 0.3260
H 8.1236 6.4167 -4.6524 0.824 -0.239 -0.516 0.2818
H 6.9169 5.6262 -5.6418 0.349 -0.299 -0.583 0.3222
C -10.1870 3.5652 -4.1596 -0.469 -0.509 0.093 -0.9937
C -9.1850 3.8035 -3.0102 0.318 0.165 -1.415 0.7163
C -9.3083 2.9206 -1.7414 0.465 -0.009 -0.240 -0.9846
O -8.3472 4.6738 -3.2060 -0.780 -1.204 1.193 -0.5356
H -9.8150 3.7425 -5.1687 0.527 0.497 0.350 0.3260
H -11.0438 4.2225 -4.0113 -0.017 0.201 0.086 0.2530
H -10.6203 2.5685 -4.2433 0.121 -0.224 0.594 0.3283
H -9.9504 2.0450 -1.8362 -0.511 0.442 -0.353 0.3062
H -9.6024 3.4991 -0.8656 -0.085 0.137 -0.140 0.2817
H -8.3644 2.4407 -1.4830 0.435 0.506 -0.164 0.3022
C -4.5294 7.2134 4.7948 -0.734 0.028 0.346 -1.0127
C -5.6356 6.6820 3.8747 -0.150 -0.266 1.117 0.7714
C -5.2914 6.8085 2.4133 -0.920 0.669 -0.737 -1.0849
O -6.6529 6.1694 4.3255 1.267 0.734 -0.981 -0.5478
H -4.1644 8.2052 4.5280 0.271 -0.255 -0.573 0.3302
H -3.7563 6.4457 4.7619 0.352 0.279 0.046 0.2814
H -4.8609 7.3476 5.8245 -0.246 -0.479 -0.036 0.3043
H -6.1064 6.4710 1.7730 0.203 -0.612 0.099 0.3216
H -4.3096 6.4615 2.0911 -0.117 -0.485 0.355 0.3211
H -5.2490 7.8657 2.1515 0.071 0.385 0.359 0.3155
C 8.8562 0.9013 4.2390 -0.967 -1.161 -0.874 -0.9818
C 7.6961 0.1727 3.4766 -0.380 -3.793 0.867 0.6975
C 6.5042 1.0531 3.0288 1.536 -0.731 0.134 -0.8979
O 7.6237 -1.0981 3.4103 0.492 4.655 -0.002 -0.5809
H 9.0846 1.7941 3.6569 0.251 0.136 0.514 0.3227
H 9.7167 0.2534 4.4060 -0.009 -0.041 -0.581 0.3031
H 8.5188 1.0900 5.2581 -0.344 0.583 -0.135 0.2728
H 6.8941 2.0383 2.7731 -0.371 0.079 -0.004 0.3200
H 5.8686 1.0989 3.9132 -0.199 0.201 -0.117 0.2562
H 5.9867 0.5871 2.1902 -0.013 0.068 0.184 0.2883
Cl 1.6531 -7.3973 4.4654 -0.496 -0.062 -0.164 -0.1449
C 3.2381 -7.1496 3.7758 1.035 1.337 1.072 -0.2236
Cl 3.8733 -8.4066 2.8223 0.246 -1.622 -1.194 -0.1393
H 3.3184 -6.2422 3.1772 -0.526 0.006 0.280 0.2681
H 3.9317 -7.0880 4.6144 -0.257 0.347 0.004 0.2397
Cl 9.9118 -4.1834 -3.6143 -0.358 0.046 0.789 -0.1475
C 9.1749 -3.1442 -2.3448 -0.505 -0.182 -0.237 -0.2213
Cl 9.5829 -1.4928 -2.6533 0.471 1.256 -0.084 -0.1414
H 8.0878 -3.1472 -2.4241 0.216 -0.654 -0.046 0.2380
H 9.4900 -3.3704 -1.3262 0.172 -0.459 -0.413 0.2722
```
Forces are in eV/Å.

Properties
energy = -87525.4585 eV
HOMO energy = -0.3443 Ha
max |F| = 0.0910 hartree/bohr
SMILES = Fc1ccccc1.CC(C)=O.CC(C)=O.CC(C)=O.CC(C)=O.CC(C)=O.ClCCl.ClCCl
ΔE to the lowest compared entry with this formula, charge and spin = 0.924 eV
molar mass = 556.37 g/mol
net charge = 0